# 1
The following is a DFT calculation (ωB97M-V with the def2-TZVPD basis set) of one molecule with the formula C3H5NO2S at a distorted geometry.

Summary:
HOMO-LUMO gap in eV: 8.49
Molar mass in Da: 119.14
Maximum force in eV Å⁻¹: 4.51
Multiplicity: 1

The geometry in XYZ format:
```
12
Properties=species:S:1:pos:R:3:nbo_charge:R:1
C 0.335 -0.844 0.046 -0.6398
C 0.412 0.611 -0.257 -0.2903
S 1.177 1.991 0.846 0.0274
C -0.641 1.658 -0.150 -0.0940
N -0.754 2.728 -1.110 0.5036
O -1.667 3.504 -0.942 -0.3564
O 0.056 2.698 -1.999 -0.3647
H -0.023 -1.210 0.987 0.2276
H 1.433 -1.068 -0.004 0.2374
H -0.346 -1.469 -0.638 0.2373
H 0.867 0.762 -1.224 0.2526
H -1.359 1.687 0.677 0.2592
```



# 2
The following is a DFT calculation (ωB97M-V with the def2-TZVPD basis set) of a 3-piece molecular cluster, C4H10N2O2 overall at a distorted geometry.

Summary:
HOMO-LUMO gap in eV: 3.93
Molar mass in Da: 118.14
Maximum force in eV Å⁻¹: 3.51
Multiplicity: 1

The geometry in XYZ format:
```
18
Properties=species:S:1:pos:R:3:nbo_charge:R:1
C 1.729 -1.263 0.376 0.0331
C 0.435 -0.482 0.421 -0.4640
C 0.321 0.522 -0.752 -0.2264
N 1.591 1.278 -0.756 -0.7060
N 2.813 -0.750 0.147 -0.0427
C -2.726 0.220 0.073 0.6122
O -2.451 -0.294 -1.022 -0.7408
O -1.991 0.282 1.089 -0.7150
H 1.674 -2.351 0.504 0.3126
H 2.549 0.554 2.317 -0.0319
H 0.467 0.168 1.296 0.2956
H -0.439 -1.122 0.460 0.3161
H 0.149 -0.060 -1.662 0.2170
H -0.477 1.254 -0.641 0.2988
H 2.471 0.753 -0.475 0.3583
H 1.718 1.705 -1.669 0.3787
H -3.724 0.698 0.163 0.0743
H 2.433 0.686 3.024 0.0301
```



# 3
The following is a DFT calculation (ωB97M-V with the def2-TZVPD basis set) of C4H12NO3 as an isolated structure at a distorted geometry.

Summary:
HOMO-LUMO gap in eV: 5.27
Total charge: +1
Molar mass in Da: 122.14
Maximum force in eV Å⁻¹: 6.10
Multiplicity: 1

The geometry in XYZ format:
```
20
Properties=species:S:1:pos:R:3:nbo_charge:R:1
O 1.347 0.291 -0.575 -0.3963
C 0.782 -0.834 0.046 -0.1087
C -0.539 -0.443 0.767 -0.0464
C -1.351 0.406 -0.318 -0.3608
C -1.168 -0.159 -1.786 -0.0855
O -1.227 -1.559 -1.679 -0.6853
N -0.363 0.434 1.964 -0.5032
H 0.832 -1.721 -0.656 0.2711
H -1.076 -1.276 1.168 0.2590
H -0.677 1.307 -0.293 0.2379
H -2.351 0.724 0.004 0.2676
H -0.153 0.141 -2.077 0.2083
H -1.884 0.437 -2.271 0.2364
H -1.283 -1.971 -2.546 0.5049
H 0.529 1.006 1.898 0.4357
H -0.357 -0.006 2.891 0.4032
H 1.459 -1.079 0.879 0.3102
H 1.936 0.965 0.366 0.4948
H 2.449 2.376 1.443 0.5087
O 1.977 1.548 1.404 -0.9517
```



# 4
The following is a DFT calculation (ωB97M-V with the def2-TZVPD basis set) of C3H4LiO4Tl as an isolated structure at a distorted geometry.

Summary:
HOMO-LUMO gap (spin up / spin down) in eV: 8.17 / 8.35
Total charge: +1
Molar mass in Da: 315.38
Maximum force in eV Å⁻¹: 2.66
Multiplicity: 2

The geometry in XYZ format:
```
13
Properties=species:S:1:pos:R:3:lowdin_spin:R:1
H 0.688 0.159 1.146 0.0568
C -0.263 -0.193 1.553 0.6738
C -1.621 -0.185 1.058 0.0708
O -1.149 0.658 2.158 0.1845
H -1.886 0.383 0.162 0.0053
H -2.314 -0.970 1.369 0.0048
O -0.752 1.974 6.163 -0.0005
C -0.733 3.238 6.090 -0.0002
O -1.135 3.938 5.155 0.0000
Tl -1.428 1.956 3.935 0.0046
H -0.685 4.767 7.272 0.0000
Li -0.287 1.866 8.031 0.0001
O -0.518 3.807 7.313 -0.0001
```



# 5
The following is a DFT calculation (ωB97M-V with the def2-TZVPD basis set) of C13H27N5O3SiTa as an isolated structure.

Summary:
HOMO-LUMO gap in eV: 5.39
Total charge: +3
Molar mass in Da: 510.43
Maximum force in eV Å⁻¹: 0.91
Multiplicity: 1

The geometry in XYZ format:
```
50
Properties=species:S:1:pos:R:3:nbo_charge:R:1
Ta -0.827 -0.435 0.014 2.5514
C 1.348 3.925 -0.159 -0.4341
N -0.127 3.948 -0.191 -0.3071
C -0.774 5.268 -0.030 -0.4413
C -0.805 2.825 -0.197 0.6869
N -0.238 1.610 -0.163 -0.9565
N -2.186 2.907 -0.245 -0.5713
C -3.054 1.872 -0.387 0.7064
N -4.325 2.174 -0.556 -0.7006
N -2.631 0.601 -0.333 -0.9558
H 1.706 4.895 -0.488 0.2663
H 1.737 3.184 -0.855 0.2243
H 1.712 3.744 0.853 0.2422
H -0.041 6.036 -0.254 0.2728
H -1.115 5.402 0.997 0.2452
H -1.592 5.411 -0.736 0.2213
H 0.770 1.694 -0.127 0.4392
H -2.582 3.837 -0.251 0.4490
H -4.667 3.125 -0.573 0.4468
H -5.029 1.456 -0.659 0.4455
H -3.409 -0.048 -0.439 0.4333
C -3.126 -3.999 -0.927 -0.6280
C -2.806 -3.456 0.464 0.1533
C -3.485 -4.234 1.576 -0.6471
O -3.154 -2.035 0.529 -0.7866
C -1.297 -3.525 0.643 0.7944
O -0.612 -4.406 0.962 -0.3669
O -0.737 -2.217 0.292 -0.7682
H -4.194 -3.900 -1.117 0.2498
H -2.865 -5.055 -0.982 0.2687
H -2.581 -3.466 -1.708 0.2140
H -4.561 -4.277 1.398 0.2454
H -3.295 -3.788 2.553 0.2403
H -3.106 -5.254 1.589 0.2777
H -4.041 -2.006 0.916 0.5193
C 4.819 -0.049 -1.735 -1.1131
Si 4.331 -0.747 -0.094 1.5664
C 4.521 -2.583 0.029 -1.1160
C 4.931 0.171 1.395 -1.1100
C 2.400 -0.548 -0.035 0.0373
C 1.153 -0.502 -0.002 -0.6924
H 5.895 -0.196 -1.855 0.2864
H 4.629 1.023 -1.823 0.2509
H 4.322 -0.560 -2.560 0.2623
H 5.586 -2.827 -0.005 0.2798
H 4.037 -3.091 -0.807 0.2588
H 4.119 -2.968 0.967 0.2606
H 6.015 0.048 1.453 0.2867
H 4.501 -0.222 2.316 0.2628
H 4.730 1.243 1.345 0.2497
```



# 6
The following is a DFT calculation (ωB97M-V with the def2-TZVPD basis set) of a 2-piece molecular cluster, C4H14NOS overall.

Summary:
HOMO-LUMO gap in eV: 9.50
Total charge: +1
Molar mass in Da: 124.23
Maximum force in eV Å⁻¹: 0.88
Multiplicity: 1

The geometry in XYZ format:
```
21
Properties=species:S:1:pos:R:3:nbo_charge:R:1
C 0.363 0.591 -0.504 -0.2165
C -0.938 0.034 -1.031 -0.4534
C -1.531 -1.193 -0.289 -0.5634
S -1.203 -1.322 1.471 0.1890
C -2.168 0.099 2.042 -0.7310
N 1.321 -0.523 -0.181 -0.6905
H 0.239 1.162 0.430 0.2260
H 0.888 1.197 -1.220 0.2409
H -1.702 0.800 -1.079 0.2481
H -0.838 -0.231 -2.090 0.2287
H -2.594 -1.128 -0.420 0.2440
H -1.225 -2.104 -0.811 0.2371
H -2.402 -0.034 3.106 0.2570
H -1.602 1.000 1.901 0.2085
H -3.080 0.120 1.460 0.2291
H 1.401 -1.186 -0.939 0.4277
H 1.020 -1.065 0.636 0.4430
H 2.260 -0.162 0.044 0.4648
H 4.105 1.399 -0.066 0.4930
H 4.028 1.493 -1.613 0.5048
O 3.659 1.052 -0.846 -0.9869
```



# 7
The following is a DFT calculation (ωB97M-V with the def2-TZVPD basis set) of a 2-piece molecular cluster, C5H5NO overall.

Summary:
HOMO-LUMO gap (spin up / spin down) in eV: 8.94 / 8.93
Molar mass in Da: 95.10
Maximum force in eV Å⁻¹: 0.77
Multiplicity: 1

The geometry in XYZ format:
```
12
Properties=species:S:1:pos:R:3:nbo_charge:R:1
O -1.969 -0.128 -0.001 -0.5126
C -1.136 -0.621 -0.707 0.5060
C -1.049 -1.808 -1.658 -0.0957
C -0.063 -1.220 -2.390 -0.1726
C 0.245 -0.553 -1.154 -0.2112
H 0.394 -1.399 -3.359 0.2460
H 1.104 -0.715 -0.501 0.2416
C 0.785 1.528 2.069 -0.0381
N 0.346 0.436 1.605 -0.6271
H 0.153 2.362 2.394 0.1489
H 1.865 1.667 2.160 0.1559
H -0.675 0.451 1.542 0.3589
```



# 8
The following is a DFT calculation (ωB97M-V with the def2-TZVPD basis set) of a 8-piece molecular cluster, C48H120N8 overall at a distorted geometry.

Summary:
HOMO-LUMO gap in eV: 8.70
Molar mass in Da: 809.54
Maximum force in eV Å⁻¹: 3.34
Multiplicity: 1

The geometry in XYZ format:
```
176
Properties=species:S:1:pos:R:3:mulliken_charge:R:1
C -15.660 -6.854 -1.975 -1.1783
C -15.782 -5.367 -2.210 -0.6874
N -15.340 -4.702 -0.986 0.2500
C -13.861 -4.383 -0.872 -0.4514
C -13.203 -4.650 0.454 -1.2269
C -16.308 -3.736 -0.441 -0.7841
C -16.356 -2.457 -1.275 -0.9216
H -16.164 -7.143 -1.052 0.3044
H -14.651 -7.265 -2.009 0.2663
H -16.216 -7.522 -2.634 0.4184
H -15.084 -5.182 -3.026 0.3191
H -16.768 -5.050 -2.550 0.4533
H -13.434 -5.072 -1.600 0.3912
H -13.674 -3.353 -1.175 0.3011
H -12.412 -5.374 0.260 0.3147
H -12.677 -3.769 0.824 0.3028
H -13.887 -4.993 1.230 0.3397
H -16.033 -3.443 0.573 0.3101
H -17.285 -4.150 -0.191 0.4027
H -15.367 -2.244 -1.682 0.2245
H -16.700 -1.572 -0.740 0.3646
H -17.057 -2.480 -2.109 0.2868
C -9.857 9.729 5.307 -1.3921
C -10.272 8.468 4.669 -0.4121
N -9.102 7.826 4.093 0.1424
C -9.471 6.994 2.897 -0.4688
C -9.957 7.799 1.763 -1.2418
C -8.247 7.285 5.171 -0.3446
C -7.007 6.661 4.619 -1.4059
H -9.079 10.184 4.694 0.3228
H -9.564 9.437 6.315 0.3263
H -10.703 10.393 5.482 0.4232
H -10.728 7.829 5.426 0.3088
H -10.985 8.640 3.862 0.3275
H -8.602 6.447 2.530 0.3468
H -10.204 6.268 3.250 0.2999
H -9.261 8.575 1.445 0.2958
H -10.371 7.091 1.045 0.3900
H -10.889 8.281 2.059 0.3349
H -8.789 6.629 5.852 0.3651
H -7.943 8.148 5.763 0.3194
H -6.211 6.501 5.347 0.3688
H -6.735 7.189 3.706 0.3741
H -7.206 5.683 4.180 0.3194
C -23.821 12.557 16.290 -1.3165
C -22.705 11.606 15.834 -0.3513
N -23.021 10.183 16.049 -0.0403
C -21.860 9.395 15.598 -0.2923
C -20.767 9.288 16.591 -1.4262
C -24.259 9.680 15.461 -0.7553
C -24.492 9.991 14.003 -0.9869
H -23.993 12.702 17.356 0.3333
H -24.805 12.363 15.863 0.2989
H -23.580 13.490 15.780 0.3764
H -22.614 11.747 14.757 0.3521
H -21.753 11.867 16.295 0.3346
H -22.085 8.371 15.301 0.4009
H -21.501 9.923 14.715 0.2757
H -21.009 8.725 17.493 0.3112
H -19.781 9.025 16.209 0.4126
H -20.374 10.212 17.015 0.3131
H -25.095 10.057 16.048 0.3746
H -24.261 8.593 15.545 0.4694
H -25.266 9.343 13.592 0.3926
H -23.655 9.768 13.342 0.2799
H -24.777 11.040 13.921 0.2435
C -6.829 8.618 13.862 -1.2851
C -6.491 7.996 15.199 -0.5025
N -7.240 6.765 15.471 0.0624
C -6.585 5.923 16.417 -0.2991
C -6.978 4.428 16.190 -1.3511
C -8.671 6.925 15.853 -0.6222
C -8.887 7.945 17.017 -0.9804
H -6.418 8.116 12.986 0.3269
H -6.302 9.572 13.882 0.3594
H -7.897 8.751 13.689 0.3215
H -5.501 7.650 14.904 0.3636
H -6.540 8.672 16.053 0.4383
H -6.659 6.085 17.492 0.1691
H -5.522 5.979 16.185 0.3883
H -7.046 4.085 15.158 0.3489
H -7.966 4.199 16.591 0.2957
H -6.338 3.647 16.600 0.4180
H -9.199 7.238 14.951 0.3404
H -9.155 5.980 16.098 0.2992
H -9.853 8.035 17.514 0.3648
H -8.147 7.813 17.807 0.2893
H -8.581 8.872 16.534 0.2546
C -15.763 1.235 7.745 -1.2674
C -15.466 2.713 8.034 -0.5131
N -14.728 2.829 9.275 0.1115
C -13.361 2.601 8.914 -0.3740
C -12.341 2.670 10.052 -1.4111
C -15.005 4.133 9.865 -0.5082
C -16.403 4.017 10.659 -1.1737
H -14.868 0.751 7.353 0.3066
H -16.601 1.209 7.048 0.4236
H -16.109 0.710 8.635 0.3084
H -15.134 3.245 7.143 0.3593
H -16.472 3.091 8.218 0.3445
H -13.242 1.618 8.458 0.2618
H -13.071 3.343 8.169 0.3563
H -12.129 3.686 10.386 0.3510
H -12.718 2.026 10.846 0.3277
H -11.425 2.150 9.773 0.4273
H -14.928 4.946 9.144 0.3115
H -14.221 4.406 10.572 0.3403
H -16.502 4.933 11.241 0.4177
H -16.421 3.256 11.438 0.2858
H -17.307 3.954 10.053 0.3141
C -24.634 -3.005 -0.889 -1.2993
C -24.439 -1.688 -0.092 -0.4774
N -24.834 -1.946 1.279 0.0015
C -24.217 -0.941 2.154 -0.7926
C -24.828 0.469 2.117 -0.9195
C -26.275 -2.048 1.317 -0.4414
C -26.867 -2.307 2.768 -1.2746
H -24.254 -2.889 -1.904 0.4160
H -25.698 -3.210 -1.004 0.3148
H -24.234 -3.899 -0.410 0.3295
H -23.419 -1.305 -0.133 0.4630
H -25.027 -0.880 -0.527 0.3119
H -24.277 -1.140 3.224 0.3540
H -23.192 -0.828 1.801 0.4119
H -24.547 0.915 1.163 0.2940
H -25.903 0.289 2.101 0.2281
H -24.657 1.125 2.970 0.3730
H -26.653 -2.848 0.680 0.3287
H -26.756 -1.147 0.936 0.3904
H -27.951 -2.247 2.867 0.3611
H -26.399 -1.655 3.506 0.2810
H -26.646 -3.347 3.006 0.3461
C -11.943 -8.692 11.309 -1.3821
C -12.759 -8.347 10.032 -0.4351
N -14.216 -8.334 10.230 -0.1104
C -14.563 -7.199 11.094 -0.3929
C -16.058 -7.351 11.618 -1.3287
C -14.875 -8.322 8.937 -0.3194
C -14.692 -9.648 8.126 -1.4002
H -11.302 -7.880 11.653 0.3277
H -11.211 -9.479 11.130 0.3784
H -12.460 -9.071 12.191 0.3795
H -12.486 -7.432 9.506 0.4663
H -12.445 -9.153 9.369 0.2845
H -13.974 -7.212 12.011 0.3673
H -14.520 -6.304 10.473 0.3198
H -16.192 -6.796 12.546 0.4043
H -16.832 -7.101 10.891 0.3294
H -16.121 -8.385 11.957 0.3519
H -14.494 -7.535 8.287 0.3144
H -15.926 -8.154 9.173 0.3266
H -13.846 -9.640 7.438 0.3629
H -15.498 -9.741 7.399 0.4118
H -14.641 -10.604 8.648 0.3441
C -0.116 -1.930 10.870 -1.4221
C -1.417 -1.673 10.093 -0.2950
N -2.348 -0.790 10.891 0.0530
C -3.774 -0.887 10.443 -0.5799
C -4.528 -2.138 10.911 -1.2100
C -1.920 0.553 11.213 -0.7384
C -1.810 1.392 10.055 -0.9847
H -0.233 -1.941 11.954 0.3483
H 0.599 -1.148 10.616 0.3108
H 0.280 -2.873 10.492 0.4136
H -1.039 -1.381 9.113 0.2472
H -1.905 -2.634 9.928 0.3845
H -3.781 -0.824 9.355 0.3060
H -4.357 -0.014 10.735 0.4382
H -4.995 -1.875 11.860 0.3184
H -3.999 -3.036 11.230 0.3536
H -5.362 -2.318 10.232 0.3394
H -2.576 0.990 11.966 0.4128
H -1.014 0.350 11.784 0.3847
H -2.808 1.801 9.894 0.3128
H -1.118 2.234 10.078 0.3299
H -1.733 0.817 9.133 0.2768
```



# 9
The following is a DFT calculation (ωB97M-V with the def2-TZVPD basis set) of a 2-piece molecular cluster, C3H3FS2 overall at a distorted geometry.

Summary:
HOMO-LUMO gap (spin up / spin down) in eV: 6.31 / 8.23
Molar mass in Da: 122.19
Maximum force in eV Å⁻¹: 2.84
Multiplicity: 1

The geometry in XYZ format:
```
9
Properties=species:S:1:pos:R:3:nbo_charge:R:1
C 0.484 -0.069 0.580 -0.4323
C 0.301 1.130 0.967 0.0007
C 1.068 -0.530 -0.715 -0.2625
F -3.043 0.212 0.558 -0.4648
S 2.065 -1.819 -0.806 0.0824
S -2.251 -0.132 -0.871 0.4564
H 0.240 -0.938 1.123 0.2437
H 0.435 2.172 0.697 0.1948
H 0.701 -0.026 -1.532 0.1815
```